# 1
CH4N3 as an isolated structure in a non-equilibrium geometry. Source: the Open Molecules 2025 dataset; level of theory: ωB97M-V/def2-TZVPD.

Cartesian coordinates (Å):
C: -0.90844 0.24045 1.75160
N: 0.19980 -0.26927 1.97931
N: -0.42848 -0.39234 0.57982
N: 0.29419 0.54097 -0.13136
H: -1.78166 0.58223 2.18029
H: -0.44111 1.33265 -0.95822
H: 1.02543 0.02998 -0.65652
H: 0.71945 1.08078 0.63292

Results
HOMO-LUMO gap in eV: 11.26
Max |F| in eV Å⁻¹: 5.53
Net charge: +1
LUMO level in eV: -5.4



# 2
A 2-piece molecular cluster, CH4N3 overall in a non-equilibrium geometry. Source: the Open Molecules 2025 dataset; level of theory: ωB97M-V/def2-TZVPD.

Cartesian coordinates (Å):
C: -1.56453 -0.01906 -0.15933
N: 2.04110 0.17950 1.72302
N: 1.40775 0.67607 0.90534
N: -1.35030 -0.32798 -1.34175
H: -0.79015 0.39045 0.60226
H: 3.00762 -0.03490 1.87515
H: -0.44673 -0.21915 -1.77875
H: -2.30475 -0.64494 -1.82594

Results
HOMO-LUMO gap (spin up / spin down) in eV: 4.86 / 3.22
Max |F| in eV Å⁻¹: 5.59
Net charge: +1
LUMO level (spin up / spin down) in eV: -7.5 / -8.3



# 3
An isolated ion of composition CH4N3O and charge +1 in a non-equilibrium geometry. Source: the Open Molecules 2025 dataset; level of theory: ωB97M-V/def2-TZVPD.

Cartesian coordinates (Å):
N: 1.02049 -0.40161 -0.52355
C: -0.08965 0.18343 -0.08061
N: -0.79484 -0.49902 0.90764
N: -0.69108 1.30715 -0.81855
O: -0.27008 2.39905 -0.89965
H: 1.81378 0.19428 -0.88062
H: 1.23366 -1.24202 -0.05615
H: -1.79224 -0.49581 1.23340
H: -0.43005 -1.44545 1.11810

Results
HOMO-LUMO gap (spin up / spin down) in eV: 8.88 / 8.88
Max |F| in eV Å⁻¹: 3.09
Net charge: +1
LUMO level (spin up / spin down) in eV: -6.3 / -6.3



# 4
An isolated ion of composition CH4N3O and charge +1 in a non-equilibrium geometry. Source: the Open Molecules 2025 dataset; level of theory: ωB97M-V/def2-TZVPD.

Cartesian coordinates (Å):
C: 0.13525 -0.15392 0.46381
N: -2.73094 -0.28236 0.53626
N: -0.71337 -0.02647 -0.58096
N: 1.26995 -0.52529 0.08451
O: -1.97970 0.13050 -0.46798
H: -0.08574 0.04464 1.59412
H: -3.69626 -0.27772 0.17063
H: 2.13141 -0.47504 0.63480
H: 1.30472 -0.78740 -0.94406

Results
HOMO-LUMO gap (spin up / spin down) in eV: 8.37 / 9.34
Max |F| in eV Å⁻¹: 4.64
Net charge: +1
LUMO level (spin up / spin down) in eV: -7.4 / -6.4



# 5
A 2-piece molecular cluster, CH4N3O2 overall in a non-equilibrium geometry. Source: the Open Molecules 2025 dataset; level of theory: ωB97M-V/def2-TZVPD.

Cartesian coordinates (Å):
C: 0.45706 0.11266 -0.16964
N: -0.68030 -0.58523 0.02940
N: 1.58137 -0.67699 -0.42412
N: -1.80065 0.07266 0.06396
O: -1.83820 1.30945 0.05558
O: -2.83720 -0.60451 0.11518
H: 0.40596 1.00912 -0.79147
H: 0.74924 1.10995 1.25770
H: 2.44761 -0.19714 -0.22232
H: 1.51512 -1.54997 0.08573

Results
HOMO-LUMO gap in eV: 7.64
Max |F| in eV Å⁻¹: 3.45
Net charge: -1
LUMO level in eV: 4.4



# 6
A 2-piece molecular cluster, CH4N3O3 overall in a non-equilibrium geometry. Source: the Open Molecules 2025 dataset; level of theory: ωB97M-V/def2-TZVPD.

Cartesian coordinates (Å):
C: 0.71402 0.02144 -0.17771
N: 0.37057 1.28694 -0.26550
N: -0.20698 -0.92930 -0.09378
N: 3.67833 0.62702 0.01259
O: 1.93724 -0.28523 0.00126
O: 4.41608 -0.20680 0.03354
O: 0.19489 -2.22743 0.04604
H: -0.57271 1.58297 -0.11791
H: 1.20250 1.99717 -0.39490
H: -1.16832 -0.79279 0.19992
H: 1.16983 -2.15652 -0.08920

Results
HOMO-LUMO gap in eV: 6.39
Max |F| in eV Å⁻¹: 4.77
Net charge: +1
LUMO level in eV: -7.3



# 7
CH4N3P as an isolated structure in a non-equilibrium geometry. Source: the Open Molecules 2025 dataset; level of theory: ωB97M-V/def2-TZVPD.

Cartesian coordinates (Å):
C: -0.65279 0.84223 -0.41411
N: -0.36908 0.80568 1.03929
N: 0.47938 -0.00412 1.48233
N: 1.05224 -0.90835 0.74845
P: 0.28409 -0.43071 -1.35486
H: -1.67369 0.44827 -0.68106
H: -0.51254 1.90820 -0.74918
H: 2.00877 -1.11903 0.92357
H: -0.61637 -1.54217 -0.99443

Results
HOMO-LUMO gap in eV: 8.96
Max |F| in eV Å⁻¹: 4.16
Net charge: 0
LUMO level in eV: -0.3



# 8
CH4N3P as an isolated structure in a non-equilibrium geometry. Source: the Open Molecules 2025 dataset; level of theory: ωB97M-V/def2-TZVPD.

Cartesian coordinates (Å):
C: 1.71710 0.71883 0.27593
N: 0.92882 -0.00886 -0.38567
N: 0.01240 -1.56925 0.22451
N: -1.12911 -1.00611 -0.02570
P: -1.20753 0.62622 -0.29199
H: 1.90538 1.68858 -0.22566
H: 2.14939 0.66994 1.26013
H: -1.87979 -1.59954 -0.20467
H: -2.49666 0.48019 -0.62689

Results
HOMO-LUMO gap (spin up / spin down) in eV: 7.75 / 8.01
Max |F| in eV Å⁻¹: 3.12
Net charge: 0
LUMO level (spin up / spin down) in eV: 0.2 / 0.0



Question: Among the records above, which one has the highest max |F|?
Answer: number 2



Question: What is the formula in the eighth record?
Answer: CH4N3P



Question: What is the max |F| in the fifth record?
Answer: 3.45 eV Å⁻¹



Question: Which of these has the lowest net charge?
Answer: CH4N3O2